Computed, not measured: one molecule with the formula C4H8N4, with ωB97M-V/def2-TZVPD.

## Properties
* SMILES: [H]/N=C(\N)N/C=N\C=C
* relative energy (zero: lowest compared OMol25 entry of this formula, charge and spin): 1.455 eV
* HOMO: -0.3167 Ha
* maximum force: 2.77 eV/A
* molar mass: 112.1 g mol⁻¹
* orbital gap: 9.3 eV
* total charge: 0

The geometry in XYZ format:
```
16
Properties=species:S:1:pos:R:3:nbo_charge:R:1
C 1.392 -0.409 0.820 0.57
C 0.073 -1.257 -1.154 0.30
C -1.100 0.709 -0.905 -0.09
C -2.259 1.334 -0.785 -0.40
H -0.572 -0.395 1.206 0.39
H 0.267 0.585 2.227 0.39
H 2.642 0.158 2.127 0.34
H 2.088 -1.239 -0.781 0.42
H 0.241 -2.086 -1.840 0.18
H -0.181 1.234 -0.672 0.18
H -3.258 0.887 -0.884 0.21
H -2.325 2.405 -0.411 0.20
N 0.300 -0.360 1.697 -0.83
N 2.571 -0.005 1.081 -0.73
N 1.198 -0.909 -0.476 -0.64
N -1.076 -0.650 -1.248 -0.49
```


Computed, not measured: C28H47BrNO3P3W as an isolated structure, with ωB97M-V/def2-TZVPD.

## Properties
* spin multiplicity: 3
* relative energy (zero: lowest compared OMol25 entry of this formula, charge and spin): 5.107 eV
* HOMO (spin up / spin down): -0.6698 / -0.6721 Ha
* maximum force: 7.36 eV/A
* molar mass: 802.4 g mol⁻¹
* orbital gap (spin up / spin down): 4.0 / 4.9 eV
* total charge: +4
* ⟨S²⟩: 2.353

The geometry in XYZ format:
```
84
Properties=species:S:1:pos:R:3:lowdin_spin:R:1
C -0.510 6.865 -6.012 -0.05
C -0.578 5.499 -6.370 -0.04
C -0.996 5.245 -7.686 -0.04
C -1.197 6.305 -8.583 0.01
N -1.057 7.577 -8.238 -0.06
C -0.733 7.846 -6.988 0.01
C -0.289 4.398 -5.433 -0.08
C -0.175 3.482 -4.618 -0.09
C -0.629 2.551 -3.654 0.03
C 0.149 2.404 -2.477 0.04
C -0.545 2.245 -1.230 0.08
C -1.935 1.756 -1.260 -0.06
C -2.664 1.857 -2.494 0.05
C -1.941 2.089 -3.666 -0.04
W 0.204 0.256 -1.377 1.04
P 2.260 -0.887 -1.300 0.06
H -1.166 4.231 -8.031 0.00
H -0.285 7.173 -5.001 0.00
H -1.473 6.105 -9.601 0.00
H -0.638 8.895 -6.729 0.00
H -2.459 2.104 -4.625 0.00
H 1.218 2.683 -2.545 0.01
H -3.730 1.619 -2.413 0.00
H 0.282 1.942 -0.461 0.01
C 2.433 -2.468 -0.336 0.02
C 3.349 -3.544 -0.948 0.00
H 1.407 -2.855 -0.187 0.00
H 2.811 -2.120 0.645 0.00
H 3.375 -4.387 -0.238 0.00
H 2.956 -3.945 -1.899 0.00
H 4.385 -3.192 -1.108 0.00
C 2.112 -1.227 -3.063 0.04
C 2.972 -0.316 -3.935 0.01
H 1.049 -1.119 -3.364 0.00
H 2.362 -2.289 -3.189 0.01
H 2.694 -0.475 -4.982 0.00
H 2.809 0.746 -3.711 0.00
H 4.034 -0.551 -3.819 0.00
C 3.761 0.040 -0.835 0.01
C 5.089 -0.683 -1.047 0.00
H 3.616 0.255 0.234 0.00
H 3.720 0.999 -1.375 0.00
H 5.891 0.063 -0.944 0.00
H 5.258 -1.460 -0.285 0.00
H 5.182 -1.129 -2.048 0.00
Br -2.420 0.540 0.007 0.02
P -2.089 -2.719 -3.511 0.60
C -0.337 -3.146 -3.504 0.09
C -0.073 -4.573 -4.024 0.02
H 0.092 -3.003 -2.486 0.01
H 0.207 -2.426 -4.153 0.00
H 0.968 -4.700 -4.351 0.00
H -0.299 -5.316 -3.253 0.00
H -0.719 -4.785 -4.883 0.00
C -2.836 -2.782 -1.851 0.08
C -4.236 -3.436 -1.995 0.02
H -2.839 -1.810 -1.316 0.01
H -2.212 -3.422 -1.196 0.00
H -4.705 -3.638 -1.028 0.00
H -4.904 -2.801 -2.583 0.00
H -4.151 -4.378 -2.551 0.01
C -2.431 -1.151 -4.388 0.09
C -2.796 -1.409 -5.869 0.02
H -1.568 -0.463 -4.303 0.01
H -3.267 -0.628 -3.887 0.00
H -3.217 -0.507 -6.330 0.00
H -1.918 -1.723 -6.442 0.00
H -3.533 -2.215 -5.968 0.00
C 2.879 0.967 2.832 0.00
O 2.251 0.221 1.751 0.00
P 0.872 0.759 0.959 0.01
O -0.284 0.503 2.092 0.00
C -0.136 0.218 3.490 0.00
O 1.171 2.397 1.262 0.00
C 0.071 3.307 1.502 0.01
H 3.481 1.766 2.400 0.00
H 3.516 0.253 3.367 0.00
H 2.133 1.395 3.509 0.00
H 0.508 -0.663 3.608 0.00
H 0.269 1.081 4.038 0.00
H -1.151 0.035 3.862 0.00
H -0.889 2.914 1.115 0.00
H -0.059 3.469 2.575 0.00
H 0.355 4.255 1.032 0.00
```


Computed, not measured: a 2-piece molecular cluster, C5H13N2S overall, with ωB97M-V/def2-TZVPD.

## Properties
* spin multiplicity: 2
* relative energy (zero: lowest compared OMol25 entry of this formula, charge and spin): 2.439 eV
* HOMO (spin up / spin down): 0.0740 / 0.0096 Ha
* maximum force: 4.26 eV/A
* molar mass: 133.2 g mol⁻¹
* orbital gap (spin up / spin down): 3.9 / 5.7 eV
* total charge: -2
* ⟨S²⟩: 0.754

The geometry in XYZ format:
```
21
Properties=species:S:1:pos:R:3:lowdin_spin:R:1
C -1.250 0.756 -0.599 0.00
C -1.572 -0.124 0.590 0.00
S -3.223 -0.916 0.389 0.00
C -0.893 0.008 -1.889 0.00
N 2.613 -0.762 -0.915 0.22
C 2.244 0.512 -0.528 0.53
C 2.187 1.056 0.909 0.09
N 3.272 0.330 1.617 0.02
H -2.254 1.349 -0.742 0.00
H -0.401 1.331 -0.254 0.00
H -1.468 0.473 1.531 0.00
H -0.739 -0.893 0.619 0.00
H -0.883 0.705 -2.701 0.00
H 0.105 -0.411 -1.885 0.00
H -1.654 -0.762 -1.904 0.00
H 1.784 1.052 -1.407 0.03
H 1.657 -0.856 -0.331 0.04
H 1.222 0.798 1.401 0.03
H 2.209 2.147 1.022 0.01
H 3.486 -0.424 0.916 0.00
H 2.891 -0.262 2.359 0.00
```


Computed, not measured: C16H13AlCl2O3PY as an isolated structure, with ωB97M-V/def2-TZVPD.

## Properties
* HOMO (spin up / spin down): -0.7759 / -0.7659 Ha
* maximum force: 18.51 eV/A
* molar mass: 471.0 g mol⁻¹
* orbital gap (spin up / spin down): 4.7 / 4.0 eV
* total charge: +4

The geometry in XYZ format:
```
37
Properties=species:S:1:pos:R:3:lowdin_charge:R:1
Y -0.034 3.038 -0.052 0.80
Al 0.000 0.000 0.000 0.06
Cl -0.182 1.549 1.816 0.39
Cl 1.656 1.524 -0.814 0.44
C 0.170 -1.102 -1.472 0.01
C -1.393 4.111 0.590 -0.25
C 0.111 4.093 -1.561 -0.24
O 0.271 -1.779 -2.395 0.34
O -2.247 4.769 0.989 0.32
O 0.198 4.739 -2.507 0.33
C 1.912 -1.780 3.348 -0.11
P 0.996 -1.140 1.839 0.98
C 1.982 -2.298 0.772 -0.41
C 3.015 -1.811 -0.043 -0.10
C 3.749 -2.685 -0.852 0.00
C 3.461 -4.053 -0.846 0.03
C 2.443 -4.548 -0.029 0.01
C 1.707 -3.677 0.779 -0.07
C -0.637 -1.708 2.521 -0.33
C -1.420 -2.628 1.802 -0.05
C -2.639 -3.075 2.316 0.07
C -3.090 -2.607 3.552 0.11
C -2.326 -1.687 4.272 0.06
C -1.107 -1.234 3.759 -0.02
H 3.003 -1.632 3.207 0.10
H 1.713 -2.861 3.508 0.11
H 1.620 -1.221 4.257 0.07
H 3.250 -0.756 -0.055 0.09
H 4.540 -2.303 -1.483 0.14
H 4.029 -4.729 -1.472 0.14
H 2.223 -5.608 -0.020 0.14
H 0.927 -4.081 1.407 0.11
H -1.087 -3.000 0.842 0.11
H -3.233 -3.786 1.757 0.16
H -4.034 -2.959 3.952 0.17
H -2.678 -1.323 5.229 0.15
H -0.533 -0.518 4.330 0.13
```


Computed, not measured: C41H58ClN6O3PSW as an isolated structure, with ωB97M-V/def2-TZVPD.

## Properties
* HOMO (spin up / spin down): -0.4774 / -0.4825 Ha
* maximum force: 2.51 eV/A
* molar mass: 965.3 g mol⁻¹
* orbital gap (spin up / spin down): 6.7 / 6.8 eV
* total charge: +2

The geometry in XYZ format:
```
112
Properties=species:S:1:pos:R:3:lowdin_charge:R:1
W -0.024 -0.295 0.115 1.63
C -2.354 2.861 -1.328 -0.12
C -1.877 3.025 0.115 -0.47
C -2.657 4.165 0.770 -0.08
P -1.906 1.317 0.929 1.09
C -2.587 1.753 2.626 -0.49
C -1.680 2.670 3.460 -0.10
C -3.033 0.538 3.433 -0.08
C -3.322 0.463 0.194 -0.31
C -4.614 0.976 0.148 -0.03
C -5.639 0.300 -0.496 -0.24
C -7.018 0.874 -0.565 -0.03
C -5.333 -0.923 -1.097 0.00
C -4.065 -1.458 -1.051 0.00
C -3.023 -0.776 -0.403 -0.33
N -1.728 -1.284 -0.316 -0.13
C -1.624 -2.704 -0.517 -0.24
C -2.260 -3.587 0.380 -0.21
C -3.047 -3.121 1.572 -0.03
C -2.209 -4.954 0.147 0.01
C -1.566 -5.498 -0.956 -0.26
C -1.494 -6.976 -1.168 -0.03
C -0.989 -4.615 -1.859 -0.03
C -1.014 -3.240 -1.668 -0.22
C -0.411 -2.388 -2.746 -0.02
H -2.090 3.735 -1.923 0.10
H -3.438 2.757 -1.357 0.09
H -1.916 1.970 -1.769 0.03
H -0.818 3.309 0.128 0.09
H -3.728 3.977 0.799 0.08
H -2.509 5.051 0.153 0.10
H -2.314 4.409 1.770 0.06
H -3.490 2.302 2.342 0.09
H -0.874 3.107 2.874 0.08
H -1.233 2.130 4.291 0.07
H -2.261 3.480 3.893 0.10
H -2.201 0.076 3.961 0.05
H -3.525 -0.204 2.805 0.06
H -3.751 0.863 4.186 0.10
H -4.832 1.920 0.628 0.11
H -7.088 1.814 -0.021 0.08
H -7.749 0.183 -0.150 0.09
H -7.299 1.059 -1.601 0.09
H -6.116 -1.468 -1.604 0.13
H -3.863 -2.414 -1.513 0.13
H -3.012 -2.044 1.695 0.04
H -2.682 -3.596 2.481 0.09
H -4.089 -3.411 1.448 0.11
H -2.716 -5.609 0.841 0.13
H -2.464 -7.436 -0.995 0.09
H -0.793 -7.425 -0.463 0.09
H -1.168 -7.211 -2.179 0.08
H -0.512 -5.000 -2.749 0.13
H 0.492 -2.849 -3.143 0.10
H -0.167 -1.394 -2.379 0.02
H -1.107 -2.285 -3.579 0.11
C 0.802 0.432 3.030 -0.15
C 0.947 0.139 4.545 -0.13
N 1.157 -1.278 4.746 -0.16
C 2.329 -1.688 4.009 -0.12
C 2.090 -1.505 2.482 -0.12
N 0.785 -0.835 2.252 -0.23
C -0.260 -1.741 2.793 -0.15
C 0.002 -2.026 4.301 -0.12
H 1.628 1.045 2.662 0.13
H -0.126 0.960 2.828 0.04
H 0.056 0.436 5.102 0.12
H 1.798 0.674 4.966 0.13
H 2.546 -2.731 4.240 0.13
H 3.174 -1.086 4.344 0.13
H 2.064 -2.484 2.001 0.10
H 2.883 -0.899 2.040 0.12
H -0.248 -2.668 2.209 0.12
H -1.225 -1.254 2.646 0.07
H 0.187 -3.086 4.482 0.13
H -0.855 -1.729 4.907 0.13
C 2.563 -5.397 -1.290 -0.08
C 1.890 -4.520 -0.231 -0.22
C 2.196 -3.081 -0.430 -0.54
N 1.384 -2.078 -0.318 -0.07
N 1.975 -0.857 -0.433 -0.13
C 3.283 -0.914 -0.611 -0.62
N 4.122 0.109 -0.621 0.17
S 3.840 -2.573 -0.750 1.20
H 2.275 -6.434 -1.145 0.09
H 3.648 -5.343 -1.216 0.07
H 2.266 -5.100 -2.294 0.08
H 2.257 -4.821 0.757 0.13
H 0.810 -4.658 -0.245 0.09
H 3.776 1.073 -0.563 0.08
H 5.104 -0.048 -0.773 0.13
C -2.516 0.436 -3.717 -0.01
C -1.160 0.351 -4.350 -0.20
C -1.085 0.025 -5.701 -0.05
C 0.131 -0.119 -6.350 -0.66
Cl 0.166 -0.504 -8.023 0.73
C 1.316 0.032 -5.643 -0.08
C 1.258 0.350 -4.302 -0.01
C 0.039 0.545 -3.662 -0.24
O 0.046 0.903 -2.283 -0.16
C 0.790 2.107 -2.037 -0.06
C 1.535 2.028 -0.701 -0.58
O 2.684 2.426 -0.636 0.09
O 0.897 1.542 0.311 -0.22
H -3.223 -0.199 -4.245 0.10
H -2.895 1.456 -3.770 0.10
H -2.495 0.125 -2.677 0.05
H -2.000 -0.116 -6.257 0.12
H 2.263 -0.104 -6.140 0.12
H 2.183 0.455 -3.752 0.12
H 0.103 2.959 -2.013 0.13
H 1.524 2.283 -2.823 0.14
```


Computed, not measured: one molecule with the formula C12H17NOS2, with ωB97M-V/def2-TZVPD.

## Properties
* SMILES: CC(C)OC(=S)SCN(C)c1ccccc1
* relative energy (zero: lowest compared OMol25 entry of this formula, charge and spin): 1.769 eV
* HOMO: -0.2829 Ha
* maximum force: 2.70 eV/A
* molar mass: 255.4 g mol⁻¹
* orbital gap: 8.1 eV
* total charge: 0

The geometry in XYZ format:
```
33
Properties=species:S:1:pos:R:3:nbo_charge:R:1
C -2.991 -4.673 0.524 -0.63
C -2.549 -3.234 0.215 0.10
C -3.083 -2.740 -1.098 -0.66
O -0.994 -3.130 0.298 -0.52
C -0.369 -1.946 0.219 0.03
S 1.263 -1.711 0.221 -0.08
S -1.436 -0.616 -0.087 0.24
H -4.085 -4.757 0.571 0.23
H -2.668 -5.380 -0.240 0.22
H -2.595 -5.039 1.474 0.23
H -2.892 -2.583 1.028 0.20
H -4.174 -2.595 -1.033 0.23
H -2.660 -1.773 -1.457 0.24
H -2.884 -3.489 -1.878 0.22
C 0.294 1.591 -1.729 -0.41
N 0.621 1.349 -0.335 -0.49
C 1.692 2.041 0.205 0.26
C 2.974 1.822 -0.362 -0.26
C 4.094 2.498 0.102 -0.20
C 3.928 3.546 1.015 -0.24
C 2.647 3.856 1.490 -0.20
C 1.532 3.096 1.130 -0.28
C -0.555 0.890 0.484 -0.33
H 1.067 2.215 -2.205 0.22
H 0.150 0.673 -2.331 0.20
H -0.655 2.155 -1.724 0.17
H 3.077 1.102 -1.173 0.22
H 5.089 2.229 -0.251 0.22
H 4.800 4.110 1.360 0.21
H 2.524 4.716 2.154 0.21
H 0.537 3.374 1.483 0.21
H -0.280 0.802 1.539 0.24
H -1.416 1.601 0.390 0.19
```


Which value of total charge does entry 1 give? 0